# C48H51N6O12P2

A 7-piece molecular cluster, C48H51N6O12P2 overall (ωB97M-V/def2-TZVPD, OMol25).

The geometry in XYZ format:
```
119
Properties=species:S:1:pos:R:3:forces:R:3
C 0.2764 2.6270 -3.9217 1.0 0.7 -1.0
C -0.6385 1.5789 -4.7901 0.8 1.0 -0.3
P -1.9300 0.5998 -3.7801 0.1 -0.9 -1.6
C -3.7300 1.0406 -4.2445 -1.3 -0.1 0.7
C -4.1942 -0.0401 -5.4106 1.4 0.1 0.0
P -1.5644 0.6698 -1.6322 -1.2 -0.2 1.0
C -1.9241 -1.1186 -0.9656 -0.6 -1.2 -0.4
C -0.5721 -1.9163 -0.4866 0.2 -0.4 -0.1
C 0.8047 -1.3962 -1.2185 2.1 1.0 -0.7
C 1.9874 -0.7937 -0.2515 0.3 0.0 -4.8
C 3.3463 -0.2248 -0.9732 -3.5 -1.6 -2.0
C 3.4606 -0.2867 -2.6279 -3.0 -1.2 1.8
C 2.2595 -0.9276 -3.5758 -0.6 0.3 4.4
C 0.9017 -1.4946 -2.8522 3.3 1.9 2.7
H 1.2244 2.0981 -3.4308 -2.3 1.0 -0.9
H 0.7380 3.3950 -4.7100 -0.9 -1.7 1.8
H -0.3174 3.2813 -3.1511 1.0 -1.5 -1.4
H -1.2115 2.1658 -5.6519 1.1 -1.3 1.9
H 0.0841 0.7807 -5.2854 -1.7 1.7 1.0
H -4.3950 0.8022 -3.2862 1.4 0.9 -1.9
H -3.8583 2.1580 -4.5675 0.2 -2.2 0.7
H -3.1792 -0.3950 -5.9291 -2.4 0.7 0.7
H -4.6756 -1.0068 -4.9358 0.8 2.2 -1.0
H -4.8771 0.5088 -6.1867 1.2 -1.3 1.6
H -2.5624 1.5204 -0.9722 1.0 -0.7 -0.4
H -0.2737 1.1768 -1.2420 -0.8 -0.4 -0.2
H -2.7886 -1.0998 -0.1440 2.1 0.2 -1.6
H -2.3830 -1.7588 -1.8626 0.9 1.8 1.7
H -0.7251 -3.0516 -0.8134 0.3 2.4 0.9
H -0.5370 -1.8496 0.6961 0.3 -0.2 -2.6
H 1.8015 -0.7800 0.9107 0.6 0.0 -2.6
H 4.1826 0.2417 -0.2725 -1.8 -1.1 -1.9
H 4.4313 0.1528 -3.1242 -2.2 -1.0 1.0
H 2.3536 -0.9515 -4.7459 -0.1 0.1 2.7
H -0.0194 -1.9414 -3.4273 2.2 1.0 1.1
C 6.8091 0.0625 -8.5964 -0.1 0.1 0.1
C 7.2733 1.3115 -8.1811 -0.4 -0.1 0.1
C 6.5134 2.0828 -7.2995 0.0 0.0 0.0
C 5.2867 1.5892 -6.8345 0.5 -0.5 -0.6
C 4.8147 0.3389 -7.2559 0.1 0.0 0.0
C 5.5822 -0.4220 -8.1399 0.1 0.4 0.2
N 4.4952 2.3840 -5.8877 -0.3 1.0 0.7
O 4.9377 3.4932 -5.5536 -0.8 -1.8 -0.5
O 3.4325 1.8990 -5.4737 1.2 0.6 -0.4
H 7.4078 -0.5377 -9.2795 -0.1 0.1 0.1
H 8.2299 1.6830 -8.5424 -0.2 0.0 0.1
H 6.8891 3.0541 -6.9852 -0.3 -0.2 0.0
H 3.8621 -0.0541 -6.9067 0.2 0.3 0.0
H 5.2258 -1.3952 -8.4706 0.0 0.2 0.1
C 6.4519 2.5382 2.9004 -0.1 0.0 0.1
C 6.1684 2.4498 4.2642 -0.3 -0.1 -0.3
C 4.8721 2.1563 4.6920 -0.1 0.0 -0.1
C 3.8637 1.9479 3.7409 0.9 0.2 -0.2
C 4.1439 2.0437 2.3713 0.1 0.0 0.0
C 5.4434 2.3405 1.9557 -0.2 -0.1 0.4
N 2.5047 1.6140 4.1836 -1.0 -0.3 0.3
O 2.2925 1.5572 5.4041 0.2 -0.2 -2.2
O 1.6487 1.4041 3.3123 1.1 0.3 1.3
H 7.4654 2.7617 2.5716 -0.2 0.0 0.1
H 6.9593 2.6066 4.9945 -0.2 0.0 -0.1
H 4.6674 2.0908 5.7583 -0.1 0.0 -0.3
H 3.3698 1.8892 1.6225 0.0 0.0 0.3
H 5.6716 2.4140 0.8946 -0.1 0.0 0.2
C 2.4728 2.9910 7.9852 0.0 0.0 0.0
C 3.3776 2.4488 8.8993 -0.2 0.5 0.1
C 3.6681 3.1287 10.0836 0.0 0.1 0.0
C 3.0406 4.3544 10.3457 -0.2 -0.5 -0.9
C 2.1378 4.9048 9.4262 0.0 0.0 0.0
C 1.8573 4.2169 8.2439 0.3 -0.1 0.3
N 3.3225 5.0616 11.6006 0.4 0.7 1.3
O 4.1413 4.5515 12.3797 -1.2 0.8 -1.2
O 2.7228 6.1256 11.8111 0.9 -1.6 -0.3
H 2.2452 2.4545 7.0657 0.1 0.3 0.6
H 3.8544 1.4936 8.6898 -0.1 0.2 0.1
H 4.3754 2.6927 10.7858 -0.2 0.3 0.0
H 1.6474 5.8575 9.6147 0.2 -0.2 0.2
H 1.1556 4.6344 7.5252 0.1 0.0 0.2
C -8.7468 -1.8377 -8.7613 0.1 -0.1 0.0
C -7.4774 -1.2573 -8.7705 0.0 -0.4 0.1
C -6.3479 -2.0406 -8.5258 -0.1 0.0 0.0
C -6.5014 -3.4114 -8.2764 -0.8 0.6 -0.2
C -7.7751 -3.9952 -8.2589 0.0 0.0 0.0
C -8.8975 -3.2011 -8.5022 0.4 0.2 0.0
N -5.3159 -4.2450 -8.0436 0.9 -0.9 0.2
O -4.2081 -3.6879 -8.0484 -1.4 -0.8 0.1
O -5.4902 -5.4583 -7.8600 0.3 1.9 -0.2
H -9.6241 -1.2239 -8.9582 0.2 -0.1 0.0
H -7.3682 -0.1937 -8.9718 0.0 -0.2 0.0
H -5.3657 -1.5732 -8.5366 -0.2 -0.3 0.0
H -7.9091 -5.0568 -8.0618 0.2 0.3 0.0
H -9.8903 -3.6455 -8.4938 0.3 0.0 0.0
C 0.5983 1.8036 10.8732 -0.1 -0.1 0.1
C 0.4925 1.8986 12.2617 0.0 -0.4 -0.2
C 0.3014 0.7481 13.0293 0.0 -0.1 -0.1
C 0.2219 -0.4986 12.3935 0.1 0.9 -0.5
C 0.3201 -0.5960 10.9992 0.0 0.0 0.0
C 0.5083 0.5619 10.2418 0.0 0.0 0.5
N 0.0466 -1.7144 13.1970 -0.2 -1.2 0.9
O -0.0550 -1.5848 14.4260 0.2 -0.2 -1.9
O 0.0145 -2.8007 12.6012 0.0 1.6 0.8
H 0.7529 2.7029 10.2794 -0.1 -0.2 0.1
H 0.5622 2.8701 12.7464 0.0 -0.2 0.0
H 0.2209 0.8389 14.1104 0.0 -0.3 -0.3
H 0.2552 -1.5565 10.4923 0.0 0.1 0.3
H 0.5888 0.4964 9.1590 0.0 0.0 0.2
C -3.3503 -4.3289 -2.6896 -0.2 0.0 0.1
C -3.6338 -4.4174 -1.3258 -0.3 0.0 -0.3
C -4.9301 -4.7108 -0.8981 -0.1 0.0 -0.1
C -5.9384 -4.9192 -1.8492 1.0 0.2 -0.3
C -5.6583 -4.8234 -3.2188 0.0 0.0 0.1
C -4.3587 -4.5266 -3.6344 -0.1 0.0 0.3
N -7.2975 -5.2531 -1.4064 -1.6 -0.4 0.5
O -7.5097 -5.3099 -0.1860 0.4 0.1 -1.9
O -8.1535 -5.4630 -2.2778 1.4 0.4 1.3
H -2.3368 -4.1055 -3.0184 -0.1 -0.1 0.0
H -2.8429 -4.2605 -0.5955 -0.2 -0.1 -0.1
H -5.1348 -4.7763 0.1683 -0.2 -0.1 -0.3
H -6.4324 -4.9780 -3.9676 0.1 0.0 0.4
H -4.1305 -4.4531 -4.6954 -0.1 -0.1 0.2
```
Forces are in eV/Å.

The value obtained for the lowest unoccupied orbital energy is -3.1 eV. Its calculated total energy is -3772.59038 hartree. The orbital gap is 7.87 eV. As for the net charge: +1.

# C48H51N6OSSnTe

C48H51N6OSSnTe as an isolated structure (ωB97M-V/def2-TZVPD, OMol25).

The geometry in XYZ format:
```
109
Properties=species:S:1:pos:R:3:forces:R:3
Sn -0.5380 -1.5953 0.2740 0.2 0.2 -0.3
C -2.3202 0.3426 2.8157 0.0 0.1 0.0
C -1.0987 0.7503 3.6311 0.0 0.0 0.0
C 0.3237 0.5160 3.1789 0.1 0.0 0.0
C 1.3175 1.2374 3.8436 0.0 0.0 0.0
C 2.6494 0.9928 3.5759 0.0 0.0 0.0
C 2.9746 0.0085 2.6550 0.0 0.0 0.0
C 1.9382 -0.6462 2.0205 0.0 0.0 -0.1
N 0.6447 -0.3871 2.2478 -0.1 0.1 0.0
N -2.5473 -1.0791 2.5505 0.0 -0.1 0.0
C -3.9605 -1.3059 2.1955 0.0 0.0 0.0
C -4.4911 -0.5098 1.0386 0.0 0.1 0.0
C -4.8445 0.7795 1.0261 0.0 -0.1 0.0
C -5.1614 1.1647 -0.3808 0.0 0.0 0.0
C -5.4648 -0.1741 -1.0566 -0.1 0.0 0.0
C -3.7697 -1.9819 -0.8293 -0.2 0.1 -0.2
N -4.7628 -1.1780 -0.1797 0.1 0.0 -0.1
C -2.2320 -1.8977 3.7239 0.0 0.0 0.0
C -2.5894 -3.3555 3.5466 0.0 0.1 0.0
C -3.4750 -3.9880 4.4097 0.0 0.0 0.0
C -3.7915 -5.3195 4.1852 0.0 0.0 0.0
C -3.2202 -5.9680 3.1043 0.0 0.0 0.0
C -2.3403 -5.2534 2.3028 0.0 0.0 0.0
N -2.0223 -3.9837 2.5198 0.0 0.0 0.0
H -3.1739 0.7379 3.3939 0.0 0.0 0.0
H -2.3231 0.8659 1.8606 0.0 0.0 0.0
H -1.2028 1.8293 3.7759 0.0 0.0 0.0
H -1.1701 0.3314 4.6403 0.0 0.0 0.0
H 1.0295 1.9829 4.5733 0.0 0.0 0.0
H 3.4246 1.5555 4.0797 0.0 0.0 0.0
H 4.0009 -0.2314 2.4149 0.0 0.0 0.0
H 2.1385 -1.4002 1.2679 0.0 0.0 0.0
H -4.0830 -2.3632 1.9648 0.0 0.0 0.0
H -4.5907 -1.0816 3.0737 0.0 0.0 0.0
H -4.8104 1.4471 1.8720 0.0 0.0 0.0
H -5.9505 1.9014 -0.5116 0.0 0.0 0.0
H -6.5049 -0.4704 -1.1904 0.0 0.0 0.0
H -2.0905 -1.9334 -2.0690 0.1 -0.2 0.0
H -1.1592 -1.8315 3.9163 0.0 0.0 0.0
H -2.7602 -1.5174 4.6157 0.0 0.0 0.0
H -3.9204 -3.4406 5.2301 0.0 0.0 0.0
H -4.4821 -5.8372 4.8384 0.0 0.0 0.0
H -3.4465 -7.0015 2.8812 0.0 0.0 0.0
H -1.8698 -5.7198 1.4435 0.0 0.0 0.0
S -4.6459 0.3480 -2.5852 0.0 0.0 0.0
C -3.9317 1.4859 -1.3358 0.0 0.0 0.0
C -2.6043 1.0538 -0.7725 0.1 0.1 0.0
C -2.0915 -0.1699 -0.7780 0.0 -0.4 0.1
C -2.6885 -1.3725 -1.3577 -0.2 0.0 0.3
C -4.1209 -3.3749 -1.1393 0.0 0.1 0.0
C -5.4060 -3.8703 -0.8983 0.1 0.0 0.0
C -5.6820 -5.1901 -1.2042 0.0 0.0 0.0
C -4.6783 -5.9815 -1.7432 0.0 0.0 0.0
C -3.4353 -5.4019 -1.9488 0.0 0.0 0.0
N -3.1488 -4.1405 -1.6531 0.0 -0.1 0.0
H -3.9033 2.5203 -1.6760 0.0 0.0 0.0
H -2.0974 1.8484 -0.2272 0.0 0.0 0.0
H -6.1542 -3.2207 -0.4678 0.0 0.0 0.0
H -6.6697 -5.5972 -1.0267 0.0 0.0 0.0
H -4.8472 -7.0190 -1.9960 0.0 0.0 0.0
H -2.6220 -5.9866 -2.3672 0.0 0.0 0.0
C 0.5992 -2.5386 -2.7947 0.0 0.0 -0.1
C 1.3223 -1.3539 -2.1838 -0.3 -0.1 0.4
O 2.2811 -0.8845 -2.9046 0.3 0.1 0.0
N 1.0254 -0.8324 -1.0273 -0.1 -0.1 0.1
Te 3.1673 0.4809 -1.0292 0.1 0.2 0.1
C 4.8936 1.8344 -0.6086 0.1 -0.2 -0.3
C 6.1379 1.2610 -0.9205 0.1 0.0 0.0
C 6.2687 -0.1065 -1.5531 0.0 0.0 0.0
C 7.3151 1.9624 -0.6660 0.0 0.0 0.0
C 7.3024 3.2264 -0.0993 0.0 0.0 0.0
C 8.5776 3.9705 0.1838 0.0 0.0 0.0
C 6.0690 3.7813 0.2149 0.0 0.0 0.0
C 4.8747 3.1107 -0.0255 -0.1 0.0 0.0
C 3.5951 3.7915 0.3819 0.0 0.0 0.0
C 2.0957 1.9838 -2.0365 0.0 -0.1 0.0
C 0.9930 2.5824 -1.4353 0.0 0.0 0.0
C 0.5556 2.2475 -0.0411 -0.1 0.0 0.1
C 0.2798 3.5346 -2.1579 0.0 0.0 0.0
C 0.6418 3.8936 -3.4477 0.0 0.0 0.0
C -0.1643 4.8939 -4.2279 0.0 0.0 0.0
C 1.7593 3.2896 -4.0114 0.0 0.0 0.0
C 2.4996 2.3324 -3.3280 0.0 0.0 0.0
C 3.6941 1.7003 -3.9842 0.0 0.0 0.0
H 1.3144 -3.1612 -3.3316 0.0 0.0 0.0
H -0.1268 -2.1765 -3.5256 0.0 0.0 0.0
H 0.0694 -3.1438 -2.0567 0.0 0.0 0.0
H 5.8589 -0.8968 -0.9198 0.0 0.0 0.0
H 7.3186 -0.3400 -1.7286 0.0 0.0 0.0
H 5.7484 -0.1681 -2.5116 0.0 0.0 0.0
H 8.2653 1.5069 -0.9254 0.0 0.0 0.0
H 9.4224 3.5147 -0.3315 0.0 0.0 0.0
H 8.8010 3.9723 1.2527 0.0 0.0 0.0
H 8.5055 5.0109 -0.1355 0.0 0.0 0.0
H 6.0324 4.7724 0.6566 0.0 0.0 0.0
H 3.7969 4.7958 0.7542 0.0 0.0 0.0
H 3.0953 3.2367 1.1798 0.0 0.0 0.0
H 2.8964 3.8720 -0.4491 0.0 0.0 0.0
H 1.4032 2.0246 0.6077 0.0 0.0 0.0
H -0.0910 1.3699 -0.0559 0.0 0.0 0.0
H 0.0099 3.0848 0.3982 0.0 0.0 0.0
H -0.5784 4.0093 -1.6930 0.0 0.0 0.0
H -0.7540 5.5287 -3.5670 0.0 0.0 0.0
H -0.8551 4.3868 -4.9048 0.0 0.0 0.0
H 0.4778 5.5335 -4.8338 0.0 0.0 0.0
H 2.0645 3.5663 -5.0149 0.0 0.0 0.0
H 3.8297 2.0933 -4.9913 0.0 0.0 0.0
H 3.5606 0.6185 -4.0484 0.0 0.0 0.0
H 4.6049 1.9048 -3.4156 0.0 0.0 0.0
```
Forces are in eV/Å.

The value obtained for the lowest unoccupied orbital energy (spin up / spin down) is 0.3 / -1.0 eV. The relative energy (zero: lowest compared OMol25 entry of this formula, charge and spin) comes out at 4.577 eV. Its calculated total energy is -3143.80375 hartree. The orbital gap (spin up / spin down) is 7.11 / 5.69 eV. As for the spin multiplicity: 2. Its expectation value of S² is 0.7566.